# ClH14O7

A cluster of 8 separate species, ClH14O7 in total at a distorted geometry (wB97M-V/def2-TZVPD, the Open Molecules 2025 dataset).

HOMO-LUMO gap = 10.26 eV
energy relative to the best compared isomer or geometry (same formula, charge and spin) = 74.2 kJ/mol
highest occupied orbital energy = -0.2575 hartree
electronic energy = -995.3838 Ha
largest force on an atom = 0.075 Eh/bohr
total charge = -1

```
22
Properties=species:S:1:pos:R:3:forces:R:3
Cl 0.503442 0.671988 0.547464 0.18 0.32 0.66
O 2.282039 -1.179191 -1.079908 1.02 -1.07 1.05
H 1.947500 -0.741381 -1.825720 -0.47 0.53 -1.83
H 1.758989 -0.737180 -0.405676 -0.13 0.05 0.68
O -2.269097 1.797441 1.676848 -3.65 0.30 1.17
H -2.771523 1.191894 2.290078 1.43 0.85 -1.14
H -1.388276 1.533548 1.570897 2.17 -1.15 0.05
O -1.080789 -1.183290 -1.135673 -0.50 -0.35 -1.22
H -0.606320 -0.577611 -0.540593 -0.08 0.21 -0.34
H -1.179548 -0.743549 -2.008189 0.12 -0.13 1.17
O -1.278913 -2.339502 1.830594 0.74 -0.04 0.39
H -0.608700 -1.691041 1.550410 -0.41 -0.29 0.15
H -2.100274 -2.030380 1.467278 -0.38 0.28 -0.48
O 1.733814 -1.258397 2.666338 0.74 -1.16 -0.13
H 2.222475 -1.985434 2.233426 -0.26 0.37 0.54
H 1.385818 -0.801741 1.898418 -0.30 0.79 -0.21
O 1.417056 1.669260 -2.244291 0.41 -0.20 -3.29
H 1.326605 1.326284 -1.384051 -0.17 -0.74 2.44
H 1.403139 0.871436 -2.826127 0.01 1.14 0.59
O -1.233316 2.245398 -1.566555 0.76 0.01 -0.87
H -0.339626 2.154315 -2.002582 -1.23 0.19 0.75
H -1.124493 1.807134 -0.712385 -0.01 0.09 -0.12
```
Positions in Å, forces in eV/Å.